3 unconnected molecules or ions with the total composition C29H49N3O14P2, computed with the ωB97M-V functional and the def2-TZVPD basis.

Element x y z (Å)
C 2.985057 -3.819095 -1.409823
C 2.816566 -2.512552 -1.249174
C 2.270650 -0.981472 -1.110536
C 2.533441 -0.383705 0.372129
N 3.460317 0.714171 0.479479
C 3.609348 1.195825 1.843023
C 4.581819 2.447765 2.064892
C 5.350793 3.180550 0.824401
C 4.351580 3.616743 -0.375445
C 4.552424 5.154903 -0.881292
C 3.111136 5.893747 -0.665957
O 2.522238 6.475566 -1.657060
O 2.572231 5.839498 0.657642
C 1.132100 6.067830 0.678265
C 0.279070 4.906751 -0.114659
C 4.843602 3.099359 3.496255
C 4.107043 2.416464 4.719251
C 3.135526 1.172700 4.500966
C 2.443311 0.601558 5.864606
O 1.028328 0.294639 5.708297
O 0.254523 1.033399 6.526981
C 2.862512 0.532454 3.050315
N 1.923895 -0.577846 3.000135
C 1.786643 -0.980424 1.623398
O 0.842021 -2.062103 1.360855
C -0.450220 -1.370967 1.291449
C -1.708497 -2.336109 1.008017
N -2.737138 -2.365358 2.095069
C -3.362191 -1.024298 2.343559
C -3.389464 -0.816377 3.986166
C -3.064001 0.701653 4.439097
O -2.336832 -1.712852 4.502545
H 3.404123 -4.898672 -1.351223
H 2.803526 -0.328619 -1.917125
H 1.141563 -0.946403 -1.383969
H 5.961871 4.096107 1.181257
H 6.132078 2.451936 0.351794
H 3.250929 3.459601 -0.020027
H 4.466070 2.959497 -1.332874
H 5.414769 5.685518 -0.338401
H 4.715581 5.166877 -2.034920
H 0.805442 5.985253 1.795074
H 0.867940 7.131479 0.331862
H 0.978032 3.995845 -0.236548
H 0.012766 5.370376 -1.150369
H -0.652170 4.685830 0.529100
H 5.510506 4.013583 3.673691
H 4.267768 2.830129 5.787680
H 2.969631 -0.350191 6.250466
H 2.561936 1.402415 6.706473
H -0.241263 1.642875 5.903670
H -0.319584 -0.525264 0.495065
H -0.619496 -0.903702 2.349575
H -1.295470 -3.426741 0.922059
H -2.140860 -2.093270 -0.043742
H -3.516630 -2.950347 1.711653
H -2.853186 -0.144986 1.803974
H -4.472682 -1.023928 1.975258
H -4.423784 -1.130523 4.392394
H -3.967998 1.091975 5.056305
H -2.871841 1.410103 3.553583
H -2.146189 0.676837 5.160518
H -1.450032 -1.286582 4.360167
C 0.173038 2.120307 -4.307591
O -0.884337 2.400828 -3.399648
P -1.676983 1.083061 -2.629658
O -0.366939 0.527852 -2.084609
O -2.012173 0.410413 -4.098360
C -2.949695 1.076658 -4.936087
O -2.544443 -0.188942 -1.856917
C -3.959409 -0.163975 -1.999999
H 1.054371 2.686186 -4.002610
H 0.425785 1.059291 -4.357969
H -0.130303 2.454396 -5.303688
H -2.491084 1.237227 -5.915226
H -3.250171 2.042473 -4.522072
H -3.832881 0.448477 -5.060896
H -4.245214 -0.631452 -2.945933
H -4.335565 0.861630 -1.962138
H -4.404196 -0.733757 -1.183685
C -3.690540 -7.813510 -3.769417
O -3.917315 -6.695282 -2.922814
P -3.298105 -5.162457 -3.402409
O -4.011552 -5.221698 -4.747540
O -1.779813 -5.797381 -3.530350
C -1.124868 -6.197154 -2.332727
O -2.676342 -3.602639 -3.787488
C -1.888554 -2.970006 -2.786487
H -4.649233 -8.284907 -3.989790
H -3.195356 -7.549458 -4.705942
H -3.062738 -8.530646 -3.232773
H -0.791987 -7.232523 -2.445132
H -1.786506 -6.129191 -1.465346
H -0.251754 -5.563316 -2.169321
H -0.855739 -3.323351 -2.848272
H -2.293232 -3.171148 -1.791227
H -1.897337 -1.895419 -2.961098

Cartesian forces (eV/Å) of the 6 atoms listed first:
0.0 6.7 1.5
-0.3 -5.9 -0.7
0.5 -1.0 -0.1
1.1 1.6 1.3
-3.2 -3.0 3.3
0.3 0.5 0.7

Charge: 0
Structure (SMILES): C#CCc1nc2c(CCCC(=O)OCC)ccc(COO)c2nc1OCCNC[C@H](C)O.COP(=O)(OC)OC.COP(=O)(OC)OC
E_HOMO (Eh): -0.306
Gap between HOMO and LUMO (eV): 4.789

---

A molecular structure, C29H50AlF2KN6O10S, computed with the ωB97M-V functional and the def2-TZVPD basis.

Element x y z (Å)
C 3.444729 -3.122974 -2.805109
C 2.773707 -2.150567 -2.197939
C 1.629265 -1.195275 -1.618192
N 1.306074 -1.350632 -0.164643
C 1.133873 0.069198 0.226457
N 2.160224 0.648885 0.836765
C 1.936351 2.110619 1.245900
C 2.557536 3.140389 0.118501
C 3.794708 3.992950 0.765142
O 3.121793 2.436965 -1.031450
C 3.484822 0.221699 1.265174
C 4.232650 -1.133457 1.073593
O 3.567820 -2.400009 1.286215
C 5.171017 -1.088951 -0.282385
N 5.595997 -2.484763 -0.605802
N -0.125251 0.677507 -0.185055
C -0.127382 1.742449 -1.171474
C -1.351839 0.016784 0.246758
N -1.330555 0.153718 1.774591
C -2.756968 0.712828 -0.161394
O -2.971614 1.962771 0.596354
O -4.112173 2.546745 0.189235
C -1.327417 -1.605114 -0.022628
C -2.240732 -2.139420 -1.214275
C -1.999452 -1.692000 -2.711784
C -3.464356 -1.782833 -3.460548
F -1.535676 -0.346577 -2.960293
C 0.169097 -2.251198 0.154449
C 0.166235 -2.668502 1.754520
C -0.706340 -3.893653 2.321052
C -0.755130 -4.321137 3.832040
C 0.050703 -3.550932 4.936855
C 0.893760 -2.328996 4.433164
C 0.923421 -1.915326 2.889383
C 0.300319 -3.728911 -0.537422
C 1.592497 -4.559240 -0.048091
F 0.261623 -3.768537 -2.000010
H 4.291454 -3.612757 -3.425517
H 1.994068 -0.111248 -1.856096
H 0.654256 -1.324787 -2.211945
H 0.843463 2.333279 1.505935
H 2.535433 2.366738 2.213868
H 1.771054 3.884694 -0.266075
H 4.672312 3.291440 1.049057
H 3.428128 4.649857 1.641812
H 4.187798 4.671359 -0.085467
H 4.109375 2.341894 -0.931219
H 3.507205 0.437606 2.420706
H 4.223616 1.041527 0.865860
H 5.072459 -1.151761 1.898846
H 4.147837 -3.040071 1.781845
H 4.674865 -0.514265 -1.146332
H 6.153040 -0.506166 -0.021236
H 5.887020 -2.954708 0.282275
H 6.469508 -2.461378 -1.167786
H -0.050196 2.771916 -0.619606
H -0.994710 1.857682 -1.904509
H 0.837834 1.712393 -1.828703
H -2.281452 0.042438 2.158377
H -0.950252 1.103119 1.940830
H -3.627904 0.007997 0.152398
H -2.862932 0.963289 -1.277833
H -3.963231 3.047515 -0.662013
H -1.966411 -1.974594 0.890511
H -3.339737 -1.833917 -0.949876
H -2.312336 -3.306384 -1.214479
H -1.329916 -2.392411 -3.361246
H -4.066837 -0.807641 -3.261415
H -4.033761 -2.626409 -2.901871
H -3.378497 -2.022326 -4.577459
H -1.389307 -4.538773 1.636728
H -1.400602 -5.228793 4.169797
H 0.044821 -3.774002 6.060225
H 1.484027 -1.703913 5.214995
H 1.546266 -0.989227 2.684207
H -0.622116 -4.401969 -0.293614
H 1.588270 -5.560626 -0.666708
H 1.577854 -4.887277 1.052136
H 2.608190 -4.069233 -0.275393
O 8.065198 -0.990356 0.986075
H 8.252230 -0.321949 0.333482
C -5.939833 2.505038 -2.726939
O -4.972129 3.239822 -2.646246
N -7.195941 2.786129 -2.243833
C -8.300020 1.856890 -2.380645
C -7.425859 4.052350 -1.575274
H -5.876364 1.518550 -3.214942
H -9.101219 2.339134 -2.950009
H -8.665174 1.592476 -1.385718
H -7.987621 0.949083 -2.900551
H -7.192866 4.867494 -2.266184
H -6.761749 4.124328 -0.710969
H -8.464323 4.133042 -1.248349
K -7.791819 4.223867 -4.275919
O 1.909241 5.385296 3.779548
S 2.581149 6.661438 4.075963
O 3.176435 6.605167 5.419766
O 1.600513 7.756030 4.023129
O 3.639491 6.898793 3.081542
Al 1.247331 -5.867273 -2.655587

Cartesian forces (eV/Å) of the 6 atoms listed first:
-2.7 5.6 2.5
1.8 -5.1 -3.0
0.8 -0.4 -2.0
0.0 1.5 0.0
-0.6 -1.5 0.0
-3.4 1.7 -0.6

Charge: +2
E_HOMO (Eh): -0.355
Gap between HOMO and LUMO (eV): 1.450